# C28H32F32O10

5 unconnected molecules or ions with the total composition C28H32F32O10 in a non-equilibrium geometry (the ωB97M-V functional and the def2-TZVPD basis, the Open Molecules 2025 dataset).

Each atom is followed by the atoms it is bonded to, with distances in Å.
Geometry (Å):
1 H -1.207 -2.782 8.877  C73 1.104
2 C 0.962 5.128 3.478  H7 1.091, C9 1.544, O11 1.426, H94 1.090
3 F 1.202 7.102 1.184  C64 1.345
4 C 0.911 1.419 5.213  O67 1.349, O78 1.147, O91 1.381
5 H 1.074 -3.441 7.981  C98 1.113
6 F 2.505 0.919 -9.800  C102 1.351
7 H 2.043 5.252 3.538  C2 1.091
8 C -0.476 8.290 3.691  H10 1.092, C12 1.530, F21 1.348, F95 1.353
9 C 0.464 4.987 2.023  C2 1.544, F36 1.351, F45 1.365, C64 1.530
10 H -1.346 8.266 4.351  C8 1.092
11 O 0.274 6.065 4.304  C2 1.426, C12 1.390
12 C 0.643 7.403 4.242  C8 1.530, O11 1.390, F41 1.350, F66 1.346
13 C -2.544 -4.385 9.681  H34 1.103, C73 1.575, H79 1.109, H88 1.102
14 C -1.658 -5.553 1.853  F25 1.365, F27 1.351, C30 1.539, C54 1.528
15 H -0.430 0.459 -10.716  C72 1.091
16 F 0.151 2.773 -6.807  C51 1.347
17 O -0.119 -6.906 0.369  C30 1.423, C90 1.390
18 H -0.195 -5.339 6.263  C24 1.110
19 H -0.373 -9.608 0.677  C43 1.092
20 F 0.403 2.452 -13.330  C46 1.350
21 F -0.864 7.892 2.463  C8 1.348
22 H 2.285 5.458 0.925  C64 1.094
23 F 1.185 -7.096 2.185  C90 1.346
24 C -0.509 -4.455 6.857  H18 1.110, H56 1.108, O65 1.433, C98 1.563
25 F -2.288 -4.370 1.594  C14 1.365
26 F 0.689 5.564 -0.260  C64 1.360
27 F -2.536 -6.527 1.527  C14 1.351
28 C -0.817 4.997 -4.677  C33 1.529, F68 1.351, F86 1.363, C96 1.539
29 H -0.925 0.405 6.675  C37 1.111
30 C -0.448 -5.629 0.905  C14 1.539, O17 1.423, H57 1.091, H87 1.090
31 H -2.427 -2.843 6.537  C35 1.107
32 H -2.764 -1.194 4.836  C97 1.110
33 C -2.008 4.041 -4.593  C28 1.529, F39 1.349, H82 1.094, F93 1.356
34 H -2.297 -5.455 9.785  C13 1.103
35 C -1.476 -2.405 6.179  H31 1.107, O65 1.413, C97 1.560, H99 1.114
36 F -0.853 5.279 1.976  C9 1.351
37 C -1.188 0.626 5.618  H29 1.111, H70 1.106, O83 1.402, O91 1.427
38 C 1.388 2.567 -4.780  F47 1.350, C51 1.530, F61 1.346, O101 1.388
39 F -1.712 2.812 -5.066  C33 1.349
40 F 1.709 -8.117 0.357  C90 1.350
41 F 0.909 7.783 5.509  C12 1.350
42 H -0.558 -0.981 -11.664  C72 1.090
43 C -0.089 -9.023 1.553  H19 1.092, F62 1.353, F80 1.348, C90 1.530
44 H 1.127 0.077 -8.636  C102 1.093
45 F 0.567 3.666 1.693  C9 1.365
46 C 1.118 1.673 -12.490  F20 1.350, F71 1.346, O77 1.389, C81 1.530
47 F 2.543 2.041 -4.320  C38 1.350
48 H 2.111 2.493 -6.827  C51 1.092
49 F 3.106 2.920 -12.789  C81 1.354
50 H 0.193 4.077 -2.954  C96 1.091
51 C 1.232 2.190 -6.255  F16 1.347, C38 1.530, H48 1.092, F75 1.358
52 H -0.727 -4.724 3.640  C54 1.095
53 F 3.327 0.835 -12.205  C81 1.347
54 C -1.349 -5.577 3.350  C14 1.528, H52 1.095, F76 1.358, F89 1.348
55 H 0.896 5.535 -3.560  C96 1.090
56 H -1.555 -4.672 7.149  C24 1.108
57 H 0.429 -5.126 1.314  C30 1.091
58 H 1.198 -5.197 7.978  C98 1.107
59 H 2.662 1.389 -13.989  C81 1.092
60 H -1.065 -3.128 10.600  C73 1.110
61 F 0.406 2.058 -4.011  C38 1.346
62 F 0.689 -9.786 2.355  C43 1.353
63 H -1.482 -2.217 4.048  C97 1.107
64 C 1.240 5.775 0.966  F3 1.345, C9 1.530, H22 1.094, F26 1.360
65 O -0.432 -3.333 5.970  C24 1.433, C35 1.413
66 F 1.794 7.537 3.557  C12 1.346
67 O 1.462 1.499 3.985  C4 1.349, H92 0.973
68 F -0.472 5.221 -5.964  C28 1.351
69 F 0.632 -2.069 -10.008  C84 1.364
70 H -2.264 0.875 5.560  C37 1.106
71 F 0.953 2.192 -11.259  C46 1.346
72 C 0.151 -0.219 -11.342  H15 1.091, H42 1.090, O77 1.424, C84 1.539
73 C -1.175 -3.611 9.606  H1 1.104, C13 1.575, H60 1.110, O85 1.419
74 F 2.174 -1.427 -11.395  C84 1.352
75 F 1.072 0.847 -6.380  C51 1.358
76 F -2.501 -5.513 4.068  C54 1.358
77 O 0.554 0.406 -12.557  C46 1.389, C72 1.424
78 O 1.503 1.080 6.136  C4 1.147
79 H -3.121 -4.270 8.741  C13 1.109
80 F -1.207 -8.723 2.244  C43 1.348
81 C 2.580 1.682 -12.940  C46 1.530, F49 1.354, F53 1.347, H59 1.092
82 H -2.362 3.945 -3.562  C33 1.094
83 O -0.808 -0.451 4.806  C37 1.402, C97 1.424
84 C 1.232 -0.967 -10.542  F69 1.364, C72 1.539, F74 1.352, C102 1.529
85 O -0.129 -4.535 9.350  C73 1.419, C98 1.418
86 F -1.231 6.196 -4.181  C28 1.363
87 H -0.724 -5.043 0.028  C30 1.090
88 H -3.192 -4.016 10.492  C13 1.102
89 F -0.725 -6.712 3.727  C54 1.348
90 C 0.666 -7.759 1.135  O17 1.390, F23 1.346, F40 1.350, C43 1.530
91 O -0.422 1.778 5.265  C4 1.381, C37 1.427
92 H 0.731 1.252 3.392  O67 0.973
93 F -3.032 4.515 -5.345  C33 1.356
94 H 0.768 4.169 3.958  C2 1.090
95 F -0.046 9.569 3.583  C8 1.353
96 C 0.439 4.599 -3.880  C28 1.539, H50 1.091, H55 1.090, O101 1.426
97 C -1.714 -1.547 4.898  H32 1.110, C35 1.560, H63 1.107, O83 1.424
98 C 0.469 -4.371 8.074  H5 1.113, C24 1.563, H58 1.107, O85 1.418
99 H -1.143 -1.694 6.970  C35 1.114
100 F 2.806 -0.972 -8.776  C102 1.356
101 O 1.480 3.939 -4.596  C38 1.388, C96 1.426
102 C 1.873 -0.200 -9.385  F6 1.351, H44 1.093, C84 1.529, F100 1.356

Properties
energy: -5034.1846 a.u.
charge: 0
SMILES string: FC(F)C(F)(F)COC(F)(F)C(F)F.FC(F)C(F)(F)COC(F)(F)C(F)F.FC(F)C(F)(F)COC(F)(F)C(F)F.FC(F)C(F)(F)COC(F)(F)C(F)F.CCOCCOCCOCOC(=O)O
strongest force on any atom: 0.08296 hartree/bohr
energy relative to the best compared isomer or geometry (same formula, charge and spin): 0.0 kJ/mol
lowest unoccupied orbital energy: 0.183 eV